(1)
Density functional theory data (wB97M-V/def2-TZVPD) for a 8-piece molecular cluster, C30H78F6N4O14P overall.

Last column: Löwdin charge in e.
Geometry (Å):
C -2.49 5.32 -0.86  -0.217
H 1.63 -7.47 1.94  0.083
O 0.99 -3.67 3.91  -0.078
H -6.53 -0.45 -0.68  0.070
F 1.04 -0.18 1.80  -0.143
O -1.50 -6.84 -1.02  -0.192
H 0.62 4.27 -0.47  0.066
H -2.92 -2.31 -0.78  0.108
H 1.66 2.00 -2.64  0.111
C 1.74 -6.44 2.29  -0.107
H 1.81 -6.38 3.38  0.086
H -3.56 4.23 -2.45  0.106
O -1.50 -2.48 5.49  -0.080
H 2.86 2.83 0.74  0.119
H -0.72 4.30 0.67  0.088
H -0.07 5.83 -0.01  0.093
C 1.74 -3.90 -3.16  -0.194
H 4.86 0.47 1.32  0.094
H -2.37 2.70 0.23  0.113
H -5.03 0.46 2.63  0.078
C 0.71 1.66 4.24  -0.213
H -2.25 -2.87 3.65  0.099
H -1.14 4.46 -3.00  0.045
H -4.02 -4.21 -1.12  0.096
H 5.30 4.34 0.03  0.121
F -1.19 -0.08 1.64  -0.190
O 0.31 -3.65 -3.24  -0.225
H -0.91 -1.85 3.65  0.106
H -3.36 -0.13 2.60  0.064
C -1.10 -8.10 -1.55  -0.104
H -1.98 -3.73 -2.10  0.101
C -6.44 -1.45 -1.09  -0.092
H 3.11 -7.05 0.10  0.101
H 3.39 7.23 0.34  0.104
H -0.97 -5.74 -2.69  0.108
H 1.31 -4.02 4.75  0.076
F 0.15 1.74 0.81  -0.167
C -0.30 4.79 -0.20  -0.098
O -5.15 -2.05 -0.99  -0.191
H -0.62 2.17 -2.65  0.093
C 2.96 -5.98 0.24  -0.172
H -0.60 -4.85 4.47  0.116
C 3.88 2.79 0.35  -0.189
C -4.69 -2.51 0.24  -0.247
C 0.81 2.66 5.41  -0.279
H 0.04 2.52 6.16  0.109
H 0.70 -3.77 -0.67  0.063
H 1.51 3.85 -4.68  0.064
H -4.41 5.35 -1.72  0.105
H 0.76 -5.93 -0.16  0.093
H 2.26 -3.44 -4.01  0.107
H -4.70 -1.73 1.00  0.107
O -0.59 1.67 3.58  -0.092
N 1.65 -4.09 -0.68  -0.039
O 4.85 2.49 1.37  -0.185
N -3.20 -4.28 -0.54  -0.048
H -1.03 -1.88 -3.02  0.079
H 0.62 -1.80 -2.29  0.057
H 3.87 -5.49 -0.09  0.111
C -1.27 -2.77 4.12  -0.229
H 1.79 -6.02 -1.60  0.098
C 4.64 1.30 1.98  -0.153
H -7.26 -2.06 -0.71  0.083
O -1.08 3.83 -3.73  -0.084
F -1.07 0.41 -0.61  -0.169
C -3.71 4.57 -1.43  -0.206
H -2.72 -6.03 -2.43  0.120
H 4.22 4.02 -1.36  0.114
C -1.94 -4.45 -1.28  -0.172
C 0.01 -2.19 -3.11  -0.049
H -0.26 -7.98 -2.24  0.075
H -1.12 -4.25 -0.60  0.104
F 1.36 0.13 -0.49  -0.187
H 3.61 1.22 2.34  0.075
H 5.29 5.93 -4.03  0.087
C -0.40 -4.03 3.78  -0.195
C 4.26 6.88 -1.66  -0.293
C 2.40 -3.53 -1.80  -0.186
H -6.52 -1.33 -2.17  0.087
H 0.35 -1.68 -4.01  0.077
H -3.83 1.11 3.80  0.087
O 5.52 6.63 -2.11  -0.182
H 1.21 3.72 -2.26  0.085
O 2.11 3.34 -4.14  -0.094
H 3.42 5.09 1.18  0.104
O -3.84 1.80 1.86  -0.164
O 2.89 -5.88 1.68  -0.201
O -1.32 4.64 -1.12  -0.241
N -4.28 3.52 -0.57  -0.041
H -3.06 2.02 -1.28  0.118
P 0.05 0.11 0.56  0.267
H 2.57 -2.46 -1.70  0.106
O 0.71 3.90 4.85  -0.057
C 4.29 4.09 -0.27  -0.216
C 4.14 6.60 -0.13  -0.152
F -0.20 -1.43 0.29  -0.144
H 3.89 7.88 -1.86  0.113
C -3.98 0.74 2.78  -0.112
H 3.56 6.23 -2.18  0.115
H -3.50 0.41 0.23  0.108
C 5.65 6.84 -3.54  -0.072
H -2.54 -2.67 0.79  0.112
C 1.69 -5.56 -0.61  -0.175
C -0.22 2.72 -3.50  -0.223
H -2.41 6.27 -1.39  0.121
H 5.08 7.67 -3.96  0.080
C -3.93 1.37 0.51  -0.241
H 1.71 2.53 6.02  0.115
C -3.29 2.43 -0.30  -0.195
C 1.27 2.94 -3.02  -0.187
H 0.89 -5.86 1.93  0.062
H 1.83 -4.95 -3.45  0.100
H -5.32 -3.31 0.61  0.126
H -0.02 3.80 4.24  0.079
H 3.90 2.01 -0.41  0.121
C -3.28 -2.94 0.04  -0.219
H 5.24 1.30 2.89  0.090
H -1.75 -1.58 5.68  0.079
H -0.39 1.35 2.70  0.004
H 1.42 1.88 3.44  0.102
H 6.69 7.02 -3.78  0.082
C -1.76 -5.84 -1.94  -0.230
H 0.93 0.64 4.57  0.111
H -0.34 2.02 -4.32  0.118
H 5.12 6.88 0.27  0.108
H -2.67 5.49 0.20  0.132
N 3.55 5.25 0.19  -0.067
H -1.83 -8.51 -2.25  0.078
H 3.43 -3.88 -1.68  0.108
H -0.53 -4.32 2.74  0.101
H -0.88 -8.80 -0.75  0.088
H -4.96 1.33 0.15  0.105
H -5.06 3.09 -1.05  0.094

**2S+1**: 1
**Largest force on an atom**: 2.89 eV/Å
**E_tot**: -92593.100 eV
**Net charge**: -1
**E_LUMO**: 2.448 eV
**Energy relative to the best compared isomer or geometry (same formula, charge and spin)**: 0.0 kcal/mol

***

(2)
Density functional theory data (wB97M-V/def2-TZVPD) for a 6-piece molecular cluster, C30H78N6O9 overall.

Last column: Löwdin charge in e.
Geometry (Å):
H 24.34 -23.76 -24.80  0.077
H 28.36 -35.06 -20.85  0.125
H 18.13 -27.28 -25.88  0.125
H 17.39 -21.70 -24.82  0.062
C 29.20 -38.11 -22.79  -0.115
H 18.48 -26.95 -27.59  0.121
H 30.06 -32.25 -19.64  0.121
H 22.97 -27.01 -22.64  0.076
H 18.61 -23.43 -21.87  0.064
N 17.44 -21.12 -24.00  0.038
H 15.77 -25.22 -17.86  0.093
H 25.64 -26.92 -20.08  0.099
C 23.90 -28.70 -23.13  -0.199
C 16.65 -25.28 -18.51  -0.118
H 18.42 -24.41 -26.40  0.128
H 16.41 -24.61 -19.34  0.086
C 18.54 -26.53 -26.58  -0.200
H 17.72 -27.19 -17.23  0.125
H 28.91 -38.20 -23.84  0.086
N 16.99 -24.87 -27.75  0.035
H 19.90 -28.24 -21.04  0.116
C 17.36 -28.84 -18.54  -0.209
C 16.83 -25.15 -25.31  -0.074
C 29.16 -29.41 -20.95  -0.117
N 29.44 -33.69 -21.94  -0.068
H 15.87 -25.67 -25.37  0.083
H 16.80 -31.80 -18.41  0.118
C 20.60 -27.69 -21.69  -0.230
H 17.61 -24.94 -28.55  0.071
H 20.10 -27.55 -22.65  0.112
H 24.07 -22.06 -22.68  0.128
O 19.91 -26.36 -26.31  -0.173
C 20.17 -25.77 -25.05  -0.114
O 23.16 -22.70 -20.94  -0.183
H 17.37 -29.61 -17.76  0.116
C 16.70 -30.53 -20.17  -0.222
H 16.83 -20.33 -24.06  0.066
H 30.69 -31.41 -21.10  0.123
O 16.10 -32.84 -19.96  -0.199
C 17.49 -21.13 -19.19  -0.106
H 18.41 -28.74 -18.87  0.109
C 22.21 -21.67 -21.16  -0.123
O 29.20 -30.48 -20.03  -0.191
C 17.48 -21.84 -22.73  -0.448
H 30.60 -35.79 -22.61  0.124
H 16.53 -22.39 -22.68  0.137
H 22.61 -20.70 -20.85  0.089
H 19.51 -26.21 -24.30  0.073
N 22.43 -24.38 -23.09  0.087
O 17.02 -21.58 -20.44  -0.184
H 22.10 -25.32 -22.92  0.033
C 17.56 -20.91 -21.55  -0.206
H 14.84 -34.35 -20.55  0.084
H 17.69 -30.80 -20.57  0.120
C 28.83 -32.49 -21.38  -0.215
H 27.04 -26.83 -21.22  0.083
H 24.28 -28.48 -24.13  0.119
C 24.08 -22.91 -21.99  -0.192
H 14.21 -33.31 -19.27  0.085
H 28.66 -38.86 -22.22  0.085
H 16.00 -27.63 -17.37  0.127
C 21.86 -28.48 -21.81  -0.208
H 24.13 -25.03 -22.06  0.102
O 25.17 -27.02 -22.12  -0.220
H 21.83 -23.70 -22.67  0.048
O 28.84 -36.82 -22.35  -0.184
H 16.20 -25.49 -27.89  0.068
H 19.50 -22.50 -23.20  0.081
H 29.23 -29.67 -22.02  0.087
C 16.13 -31.60 -19.25  -0.219
C 25.98 -26.57 -21.06  -0.097
H 29.97 -28.73 -20.66  0.090
H 24.71 -25.40 -24.32  0.068
H 16.51 -24.11 -25.16  0.068
C 29.92 -36.09 -21.80  -0.237
H 17.40 -21.94 -18.47  0.077
H 16.64 -28.49 -20.37  0.104
H 25.07 -23.00 -21.53  0.122
H 25.93 -28.91 -22.35  0.121
H 23.63 -29.76 -23.19  0.122
H 20.07 -24.68 -25.08  0.080
H 28.18 -28.94 -20.90  0.063
O 16.80 -26.59 -18.98  -0.210
H 17.39 -25.40 -24.41  0.054
H 29.95 -34.74 -20.13  0.114
C 16.94 -27.52 -17.93  -0.238
H 21.21 -25.97 -24.80  0.070
C 29.79 -31.68 -20.53  -0.221
O 20.90 -26.43 -21.14  -0.193
H 17.56 -24.86 -18.08  0.087
H 19.07 -25.56 -21.40  0.082
C 24.98 -28.42 -22.11  -0.220
H 16.07 -30.58 -21.08  0.122
H 21.52 -29.47 -22.13  0.128
H 19.27 -26.37 -19.85  0.075
H 14.26 -32.72 -20.93  0.088
H 18.53 -20.80 -19.26  0.082
H 16.88 -20.31 -18.80  0.089
H 27.99 -32.76 -20.74  0.124
H 20.06 -24.80 -20.16  0.090
C 14.80 -33.33 -20.19  -0.125
H 21.93 -21.57 -22.22  0.082
H 30.28 -38.31 -22.75  0.082
N 22.68 -27.95 -22.89  -0.037
C 24.71 -24.36 -23.97  -0.062
H 30.38 -33.46 -22.24  0.106
H 28.41 -31.89 -22.19  0.111
H 18.21 -23.62 -23.55  0.043
H 25.77 -24.16 -23.77  0.078
H 21.30 -21.91 -20.62  0.078
C 19.80 -25.76 -20.59  -0.104
C 18.56 -22.89 -22.81  -0.047
H 15.13 -31.25 -18.96  0.122
H 25.97 -25.48 -21.10  0.080
N 16.48 -29.19 -19.66  -0.052
C 17.72 -25.25 -26.54  -0.443
H 16.95 -20.02 -21.77  0.128
C 29.40 -34.86 -21.08  -0.216
H 30.51 -36.71 -21.12  0.118
C 23.83 -24.21 -22.73  -0.435
H 22.34 -28.53 -20.83  0.126
H 24.68 -28.79 -21.12  0.120
H 18.59 -20.56 -21.38  0.124

**2S+1**: 1
**Largest force on an atom**: 1.71 eV/Å
**E_tot**: -59736.167 eV
**Net charge**: 0
**SMILES string**: COC[C@H](C)N.COC[C@H](C)N.COC[C@H](C)N.COCCNCCOC.COCCNCCOC.COCCNCCOC
**E_LUMO**: 0.719 eV
**Energy relative to the best compared isomer or geometry (same formula, charge and spin)**: 10.6 kcal/mol